One molecule with the formula C6H10OS in a non-equilibrium geometry, computed with the ωB97M-V functional and the def2-TZVPD basis.

Computed properties:
SMILES string	C[C@@H]1OC2(CC2)CS1
orbital gap	9.45	eV
relative energy (zero: lowest compared OMol25 entry of this formula, charge and spin)	252.0	kJ/mol
electronic energy	-19264.4176	eV
largest force on an atom	0.0889	hartree/bohr
LUMO energy	0.0323	Ha
net charge	0

Geometry as XYZ:
```
18
C6H10OS | the Open Molecules 2025 dataset | the ωB97M-V functional and the def2-TZVPD basis
C 2.14 0.41 0.70
C 1.08 -0.47 1.28
O 0.33 -1.26 0.19
C -0.72 -0.33 -0.26
C -1.35 -0.74 -1.55
C -0.41 0.51 -1.56
C -1.51 0.34 0.85
S -0.18 0.50 2.19
H 1.66 1.12 0.08
H 2.63 -0.33 -0.02
H 2.69 0.90 1.50
H 1.40 -1.26 1.84
H -2.43 -0.61 -1.73
H -0.92 -1.69 -1.93
H 0.56 0.49 -2.19
H -0.95 1.51 -1.60
H -1.97 1.26 0.69
H -2.06 -0.34 1.53
```